[1]
Below is 2 unconnected molecules or ions with the total composition C5H15N2O, with properties calculated with the ωB97M-V functional and the def2-TZVPD basis.

Values from the calculation:
- HOMO level (eV) = -13.31
- Kohn-Sham gap (eV) = 10.537
- LUMO (eV) = -2.8
- charge = +1
- 2S+1 = 1
- energy above the lowest of the compared OMol25 structures with the same formula, charge and spin (kcal/mol) = 10.2

```
23
Properties=species:S:1:pos:R:3:nbo_charge:R:1
C -0.037 -1.570 -1.065 -0.24
N -0.776 -2.350 -0.129 -0.88
C -0.256 -0.038 -0.953 -0.05
N -0.250 0.319 0.524 -0.52
C 1.047 1.020 0.859 -0.23
C 1.899 0.881 -0.388 -0.42
C 0.906 0.721 -1.551 -0.43
H -0.278 -1.844 -2.077 0.23
H 1.043 -1.765 -1.002 0.19
H -1.476 -2.989 -0.469 0.40
H -0.298 -2.781 0.645 0.38
H -1.264 0.195 -1.288 0.23
H -0.382 -0.468 1.158 0.45
H -0.992 0.970 0.772 0.46
H 1.452 0.538 1.749 0.23
H 0.863 2.024 1.200 0.23
H 2.626 1.649 -0.598 0.26
H 2.447 -0.035 -0.255 0.22
H 0.560 1.619 -2.061 0.24
H 1.425 0.083 -2.268 0.24
H -3.149 1.571 1.775 0.49
H -2.696 1.087 3.171 0.50
O -2.415 1.163 2.249 -0.98
```

[2]
Below is 2 unconnected molecules or ions with the total composition C5H15N2O, with properties calculated with the ωB97M-V functional and the def2-TZVPD basis.

Values from the calculation:
- HOMO level (eV) = -11.60
- Kohn-Sham gap (eV) = 8.728
- LUMO (eV) = -2.9
- charge = +1
- 2S+1 = 1
- energy above the lowest of the compared OMol25 structures with the same formula, charge and spin (kcal/mol) = 23.9

```
23
Properties=species:S:1:pos:R:3:nbo_charge:R:1
C -1.516 0.624 2.297 -0.64
C -0.849 0.335 0.975 -0.04
C 0.251 1.401 0.721 -0.43
C 1.050 1.016 -0.546 -0.38
C 0.515 0.620 -1.707 0.03
N 1.224 0.461 -2.859 -0.81
N -0.132 -0.991 1.053 -0.69
H -0.889 0.506 3.165 0.22
H -2.258 -0.125 2.551 0.22
H -2.009 1.586 2.359 0.26
H -1.552 0.276 0.149 0.22
H 0.961 1.343 1.518 0.22
H -0.291 2.303 0.470 0.25
H 2.098 1.300 -0.493 0.21
H -0.517 0.290 -1.769 0.19
H 2.167 0.809 -2.902 0.39
H 0.809 0.316 -3.758 0.40
H 0.807 -0.820 1.399 0.43
H -0.065 -1.458 0.157 0.47
H -0.633 -1.647 1.651 0.43
H 1.010 -2.383 -1.484 0.50
H -0.294 -3.209 -1.761 0.51
O 0.112 -2.555 -1.186 -0.98
```

[3]
Below is 2 unconnected molecules or ions with the total composition C5H15N2O, with properties calculated with the ωB97M-V functional and the def2-TZVPD basis.

Values from the calculation:
- HOMO level (eV) = -12.55
- Kohn-Sham gap (eV) = 9.402
- LUMO (eV) = -3.2
- charge = +1
- 2S+1 = 1
- energy above the lowest of the compared OMol25 structures with the same formula, charge and spin (kcal/mol) = 82.4

```
23
Properties=species:S:1:pos:R:3:nbo_charge:R:1
C 2.534 -1.295 1.747 -0.65
C 1.223 -0.859 1.303 -0.02
C 0.946 -1.144 -0.277 -0.46
C -0.152 -0.369 -0.935 -0.12
C -1.361 -0.645 -1.353 -0.08
N -2.124 0.514 -1.934 -0.70
N 0.936 0.632 1.628 -0.84
H 2.458 -1.904 2.573 0.23
H 3.002 -1.780 0.814 0.22
H 3.351 -0.528 1.917 0.23
H 0.375 -1.374 1.787 0.20
H 1.937 -1.052 -0.921 0.23
H 0.954 -2.180 -0.345 0.23
H 0.231 0.516 -1.263 0.20
H -2.045 -1.641 -1.262 0.25
H -2.148 1.314 -1.390 0.46
H -1.639 0.895 -2.809 0.43
H -3.104 0.272 -2.196 0.44
H 0.655 0.619 2.716 0.37
H 1.754 1.061 1.509 0.34
H -2.481 3.431 -1.046 0.49
H -2.616 2.868 0.346 0.51
O -2.689 2.649 -0.610 -0.96
```

[4]
Below is 2 unconnected molecules or ions with the total composition C5H15N2S, with properties calculated with the ωB97M-V functional and the def2-TZVPD basis.

Values from the calculation:
- HOMO level (spin up / spin down) (eV) = -8.02 / -8.00
- expectation value of S² = 0.75
- Kohn-Sham gap (spin up / spin down) (eV) = 8.793 / 6.193
- LUMO (spin up / spin down) (eV) = 0.8 / -1.8
- charge = 0
- 2S+1 = 2
- energy above the lowest of the compared OMol25 structures with the same formula, charge and spin (kcal/mol) = 26.6

```
23
Properties=species:S:1:pos:R:3:lowdin_spin:R:1
N -0.263 -2.156 -0.189 0.00
C 0.608 -0.986 -0.119 0.01
C 0.316 -0.006 -1.284 0.08
S -1.399 0.522 -1.527 0.78
C 0.665 -0.390 1.292 0.00
N -0.429 0.380 1.838 0.01
C -1.708 -0.287 1.936 0.01
C -0.540 1.751 1.377 0.04
H -1.036 -2.025 -0.821 0.00
H 0.245 -3.004 -0.367 0.00
H 2.731 1.711 -5.403 0.00
H 1.641 -1.279 -0.363 0.00
H 0.945 0.884 -1.229 0.00
H 0.513 -0.571 -2.199 0.03
H 3.201 1.564 -5.963 0.00
H 1.575 0.225 1.372 0.00
H 0.851 -1.233 1.967 0.00
H -2.234 -0.357 0.966 0.01
H -2.327 0.243 2.653 0.00
H -1.566 -1.301 2.269 0.00
H -1.104 2.321 2.115 0.00
H -1.131 1.831 0.445 0.03
H 0.449 2.161 1.234 0.00
```

[5]
Below is a single C5H15N3 molecule, with properties calculated with the ωB97M-V functional and the def2-TZVPD basis.

Values from the calculation:
- HOMO level (eV) = -8.35
- Kohn-Sham gap (eV) = 9.325
- SMILES = CC(C)[C@H](N)C(N)N
- LUMO (eV) = 1.0
- charge = 0
- 2S+1 = 1
- energy above the lowest of the compared OMol25 structures with the same formula, charge and spin (kcal/mol) = 31.3

```
23
Properties=species:S:1:pos:R:3:nbo_charge:R:1
C 0.125 0.148 -0.575 -0.05
C 1.113 -1.170 0.070 0.12
C -0.374 0.767 0.667 -0.20
C -1.445 0.005 1.421 -0.62
C -1.060 2.310 0.159 -0.63
N -0.868 -0.385 -1.446 -0.86
N 1.334 -2.220 -0.904 -0.86
N 2.345 -0.557 0.495 -0.85
H 0.833 0.811 -1.097 0.16
H 0.669 -1.659 0.940 0.17
H 0.458 1.045 1.311 0.23
H -0.505 -0.566 -2.374 0.36
H -1.711 0.169 -1.513 0.37
H 0.516 -2.810 -0.993 0.37
H 1.550 -1.824 -1.816 0.34
H 2.974 -1.256 0.879 0.37
H 2.814 -0.133 -0.300 0.35
H -1.953 0.670 2.116 0.21
H -2.186 -0.414 0.743 0.21
H -1.005 -0.808 1.995 0.21
H -1.250 2.880 1.065 0.20
H -2.002 2.135 -0.360 0.19
H -0.374 2.861 -0.483 0.20
```

[6]
Below is 2 unconnected molecules or ions with the total composition C5H15N3, with properties calculated with the ωB97M-V functional and the def2-TZVPD basis.

Values from the calculation:
- HOMO level (eV) = -6.89
- Kohn-Sham gap (eV) = 3.681
- LUMO (eV) = -3.2
- charge = 0
- 2S+1 = 1
- energy above the lowest of the compared OMol25 structures with the same formula, charge and spin (kcal/mol) = 198.7

```
23
Properties=species:S:1:pos:R:3:nbo_charge:R:1
C 0.554 -0.363 -0.470 -0.33
N 1.757 -0.725 0.179 -0.24
C 2.246 -1.982 -0.289 -0.47
N -2.625 -1.232 -0.898 -0.99
C -0.523 0.232 0.476 -0.06
C -1.524 1.051 -0.314 -0.56
N 0.125 0.949 1.619 -0.61
C 0.827 2.188 1.163 -0.44
H 0.721 0.434 -1.277 0.25
H 0.097 -1.156 -1.078 0.21
H 1.378 -2.657 -0.375 0.21
H 3.048 -2.405 0.295 0.21
H 2.630 -1.790 -1.321 0.22
H -2.889 -1.472 -1.850 0.35
H -3.297 -1.518 -0.199 0.35
H -1.046 -0.657 0.837 0.21
H -2.204 0.081 -0.754 0.30
H -2.026 1.644 0.455 0.22
H -1.271 1.708 -1.155 0.21
H 0.861 0.251 1.770 0.37
H 0.512 3.061 1.734 0.20
H 0.763 2.331 0.083 0.18
H 1.884 2.028 1.369 0.20
```

[7]
Below is a molecular structure, C5H15N3, with properties calculated with the ωB97M-V functional and the def2-TZVPD basis.

Values from the calculation:
- HOMO level (eV) = -6.51
- Kohn-Sham gap (eV) = 7.347
- LUMO (eV) = 0.8
- charge = 0
- 2S+1 = 1
- energy above the lowest of the compared OMol25 structures with the same formula, charge and spin (kcal/mol) = 79.0

```
23
Properties=species:S:1:pos:R:3:nbo_charge:R:1
C -1.545 0.877 -0.748 -0.42
C -1.449 -1.332 0.169 -0.42
N -0.943 0.040 0.309 -0.10
N -1.127 0.432 1.579 -0.83
H 0.690 -0.416 1.949 0.29
H -1.070 1.450 1.636 0.30
H -1.240 0.509 -1.726 0.21
H -1.240 1.911 -0.615 0.21
H -2.631 0.850 -0.649 0.21
H -2.538 -1.316 0.176 0.21
H -1.113 -1.766 -0.768 0.21
H -1.106 -1.905 1.023 0.23
C 1.335 1.353 -0.283 -0.67
C 0.843 -0.069 -0.114 0.31
N 0.931 -0.846 -1.304 -0.87
C 1.381 -0.704 1.134 -0.71
H 1.248 -0.330 -2.116 0.38
H 1.374 -1.746 -1.162 0.38
H 0.983 1.965 0.548 0.23
H 1.012 1.792 -1.228 0.20
H 2.425 1.373 -0.277 0.22
H 2.378 -0.334 1.390 0.22
H 1.403 -1.788 1.077 0.20
```

[8]
Below is 2 unconnected molecules or ions with the total composition C5H15N3, with properties calculated with the ωB97M-V functional and the def2-TZVPD basis.

Values from the calculation:
- HOMO level (eV) = -8.08
- Kohn-Sham gap (eV) = 9.106
- SMILES = C=CNC.NCCN
- LUMO (eV) = 1.0
- charge = 0
- 2S+1 = 1
- energy above the lowest of the compared OMol25 structures with the same formula, charge and spin (kcal/mol) = 36.3

```
23
Properties=species:S:1:pos:R:3:nbo_charge:R:1
C 2.198 -0.777 -0.385 -0.22
C 1.250 -1.962 -0.432 -0.22
N 1.994 -3.175 -0.128 -0.84
N 1.572 0.476 -0.812 -0.84
H 2.616 -0.746 0.631 0.15
H 3.010 -1.010 -1.078 0.19
H 0.434 -1.779 0.285 0.15
H 0.801 -2.063 -1.415 0.19
H 1.476 -4.009 -0.363 0.36
H 2.256 -3.232 0.839 0.35
H 0.894 0.747 -0.110 0.36
H 2.291 1.187 -0.796 0.35
C -2.030 2.713 1.906 -0.53
C -1.848 1.592 1.202 0.02
N -1.422 1.527 -0.109 -0.62
C -1.905 0.477 -0.990 -0.41
H -1.870 3.674 1.430 0.19
H -2.308 2.696 2.948 0.21
H -1.994 0.616 1.649 0.18
H -1.354 2.420 -0.568 0.37
H -1.236 0.417 -1.847 0.22
H -1.917 -0.486 -0.485 0.20
H -2.908 0.698 -1.372 0.18
```

no.,E_tot (eV)
1,-10450.1183
2,-10449.5239
3,-10446.9872
4,-19241.0043
5,-9897.7940
6,-9890.5357
7,-9895.7244
8,-9897.5756